Entry 1:
{
  "formula": "C6H17N4Si",
  "method": "wB97M-V/def2-TZVPD",
  "e_tot_ev": -20327.3945,
  "total_charge": 1,
  "smiles": "[H]/N=C(/N)CC/[NH+]=N/[Si](C)(C)C",
  "de_lowest_kcal_mol": 62.2,
  "orbital_gap_ha": 0.2766,
  "species": ["H", "H", "H", "C", "H", "N", "C", "N", "C", "H", "H", "H", "N", "C", "H", "H", "H", "N", "C", "H", "H", "H", "Si", "H", "C", "H", "H", "H"],
  "positions_angstrom": [[2.003455, 0.438605, -2.325183], [2.056591, -2.709710, -1.264904], [2.196000, -2.790281, 0.552613], [2.697278, 0.725151, -1.601249], [-1.740024, -1.959755, -0.806200], [-2.381912, -1.234285, -1.239569], [-1.557373, 1.441697, 0.861960], [-0.241483, 1.215546, 0.075060], [-2.221362, 0.018525, 0.888075], [0.637288, -2.497231, -0.060520], [-1.412163, 1.726910, 1.922774], [-4.557646, 0.190985, -1.497615], [0.338110, 0.193759, 0.206493], [-2.821502, -0.305286, -0.453592], [-1.492600, -0.563288, 1.403501], [0.040590, 1.975652, -0.573445], [-3.071850, -0.007949, 1.611040], [-3.898847, 0.412362, -0.752604], [2.669770, 0.092954, 1.612959], [-3.980371, 1.329521, -0.387433], [2.962279, -0.738125, 2.136978], [3.593822, 0.552471, 1.284882], [2.013551, -0.413417, -0.152940], [1.981463, 0.694228, 2.118801], [1.654767, -2.243219, -0.299768], [3.705820, 0.397330, -1.944461], [2.849697, 1.887769, -1.550048], [-2.023341, 2.169078, 0.234395]],
  "forces_ev_per_a": [[-1.0, 0.0, -1.9], [-1.0, 0.6, 1.3], [-0.3, 0.9, -1.2], [1.8, 0.6, 1.8], [-0.8, 1.7, -0.4], [0.0, -0.7, 0.7], [0.2, -1.8, -0.2], [-1.8, 1.9, 0.8], [-1.7, 2.3, 1.2], [-0.6, 0.1, -0.5], [0.5, 0.4, -0.9], [0.8, -0.2, 0.2], [1.2, -1.6, 0.4], [2.4, -3.2, -0.3], [0.5, -1.2, -0.6], [0.2, -0.2, 0.2], [0.5, 0.6, -0.4], [-1.5, 0.9, -0.8], [0.2, 0.0, -3.9], [-0.3, 0.6, 0.4], [0.3, -2.1, 1.5], [0.2, 0.8, 0.5], [0.7, 1.3, 0.7], [-0.6, 1.1, 0.9], [2.4, -1.2, -0.1], [-0.7, -0.1, 0.2], [-0.9, -2.2, 0.4], [-0.8, 0.7, 0.2]]
}



Entry 2:
{
  "formula": "C6H17NO",
  "method": "wB97M-V/def2-TZVPD",
  "e_tot_ev": -10032.7639,
  "smiles": "CCCN(C)CC.O",
  "de_lowest_kcal_mol": 65.0,
  "orbital_gap_ha": 0.3392,
  "species": ["N", "C", "H", "H", "H", "H", "H", "H", "H", "H", "C", "H", "H", "H", "C", "H", "H", "H", "H", "H", "C", "C", "O", "C", "H"],
  "positions_angstrom": [[-0.741665, -0.810756, -1.130992], [-0.593456, 1.486911, 0.213188], [-0.034848, -0.971403, 2.522167], [-0.237429, 0.413343, 3.030138], [0.245506, 2.465490, -1.409361], [-2.090603, -1.693922, 0.422612], [2.104220, 0.149804, -0.034683], [-0.365925, 0.981140, 1.135151], [0.815908, -1.731130, -1.968734], [-0.358179, -1.692736, 0.839716], [1.660036, -0.810473, -0.244413], [-2.426323, 0.613411, -0.572714], [-1.028183, -2.747341, -0.461438], [1.492951, 1.522261, -0.363495], [-1.299777, 0.601509, -0.866032], [-1.269316, 2.321416, 0.522046], [0.873123, 0.060575, -2.091328], [0.611565, 3.130722, 0.327940], [1.342639, -1.005270, 0.808799], [-1.224790, 1.021020, -1.827637], [0.688943, 2.251614, -0.383447], [0.680015, -0.816707, -1.401370], [0.516635, -0.196938, 2.956625], [-1.125812, -1.729075, -0.002533], [2.548548, -1.489256, -0.507593]],
  "forces_ev_per_a": [[-2.9, 1.7, 2.8], [0.0, 1.0, -1.4], [2.0, 1.9, 1.3], [0.6, 0.2, 0.3], [1.5, 0.4, 1.1], [-1.3, 0.8, 0.0], [0.4, 0.2, -0.5], [0.2, -0.5, 0.1], [0.4, -0.1, -0.3], [-1.1, -0.1, -0.9], [2.1, -0.8, 1.0], [1.8, -0.8, -0.7], [0.0, 0.5, 0.7], [0.3, 1.3, -0.2], [-0.7, -1.4, 2.0], [0.0, -0.7, -0.4], [-0.1, -1.0, 0.6], [1.5, -0.7, -1.3], [-0.1, -0.6, -1.2], [0.0, 1.1, -1.1], [-3.9, -0.2, 0.8], [-0.3, 0.5, -0.6], [-2.6, -2.2, -1.3], [3.2, -1.2, -1.3], [-1.3, 0.8, 0.6]]
}



Entry 3:
{
  "formula": "C6H17NO",
  "method": "wB97M-V/def2-TZVPD",
  "e_tot_ev": -10034.8192,
  "smiles": "CNCCC(C)C.O",
  "de_lowest_kcal_mol": 17.6,
  "orbital_gap_ha": 0.3591,
  "species": ["C", "H", "H", "C", "H", "N", "H", "H", "H", "H", "H", "O", "C", "H", "H", "C", "H", "H", "H", "H", "C", "H", "C", "H", "H"],
  "positions_angstrom": [[-1.628166, 0.576596, 2.159266], [0.959651, -2.492206, -2.131115], [0.495765, 0.998735, 0.309109], [1.452402, -1.934365, -1.337192], [-0.728956, -1.396038, 0.750452], [-0.380564, -0.181505, 2.425068], [2.745022, 0.385264, -1.791742], [-2.781425, 2.162671, -0.274450], [-1.990043, 1.252138, -1.179968], [1.937493, -0.001191, 0.604193], [-2.450799, 0.155836, 2.731137], [-2.484673, 2.092342, -1.189176], [0.876609, -0.501668, -1.199068], [0.297427, 0.524843, 2.674433], [-1.908437, 0.404818, 1.114608], [0.890016, -0.024072, 0.254076], [1.396835, -2.463060, -0.378897], [0.713343, -1.721242, 1.611512], [2.515351, -1.857483, -1.595383], [-1.443780, 1.634715, 2.319570], [0.113297, -0.899870, 1.246178], [1.579018, 0.273266, -3.105856], [1.686654, 0.473665, -2.043911], [-0.141317, -0.497238, -1.573615], [1.367697, 1.509659, -1.888123]],
  "forces_ev_per_a": [[0.6, -1.0, -0.6], [0.0, -0.1, 0.1], [0.1, -0.1, -0.1], [0.2, 0.6, 0.3], [-0.1, 0.2, 0.1], [-0.5, 0.4, -0.2], [0.0, 0.1, 0.0], [-0.1, 0.2, -0.1], [-0.2, 0.5, -0.2], [-0.2, 0.2, -0.2], [-0.1, 0.4, 0.4], [0.3, -0.7, 0.2], [0.6, -0.1, 0.1], [0.3, -0.3, 0.2], [-0.1, 0.3, -0.1], [0.1, -0.3, 0.2], [-0.2, -0.2, -0.4], [0.4, -0.2, 0.0], [-0.1, -0.1, 0.1], [-0.5, 0.1, 0.2], [-0.3, 0.0, 0.1], [0.0, -0.1, -0.2], [-0.1, 0.2, -0.1], [-0.4, 0.0, 0.1], [0.1, -0.1, 0.1]]
}



Entry 4:
{
  "formula": "C6H17NO3S",
  "method": "wB97M-V/def2-TZVPD",
  "spin_multiplicity": 3,
  "e_tot_ev": -24940.1400,
  "s_squared": 2.004,
  "total_charge": 2,
  "de_lowest_kcal_mol": 3.4,
  "orbital_gap_ha": [0.0729, 0.3279],
  "species": ["H", "H", "C", "H", "N", "H", "C", "C", "O", "H", "H", "C", "H", "H", "H", "H", "H", "H", "O", "H", "H", "O", "C", "H", "H", "H", "C", "S"],
  "positions_angstrom": [[-5.300464, -1.193080, 8.280905], [-4.529923, 0.287016, 8.747324], [1.205013, 1.792649, -2.100325], [0.228228, 1.803535, -1.668166], [-6.512344, 0.469590, 8.008519], [-7.355299, -0.033279, 7.749198], [2.903044, -1.820991, -0.614374], [-5.474207, -0.170548, 8.459403], [1.827163, 0.631061, -1.602778], [-0.389492, -1.229505, -4.797276], [1.783365, 2.598556, -1.881669], [-0.946506, -0.907482, -3.913486], [1.862697, -2.102028, -0.198742], [5.017814, -1.023694, -3.517959], [-1.492261, -0.047323, -4.156139], [3.548549, -2.700510, -0.582886], [3.467557, -0.888998, -0.487232], [6.025730, 0.146654, -3.023349], [2.493360, -1.641980, -2.014569], [1.023097, 1.751328, -3.159237], [5.038461, 0.623643, -4.394813], [3.927526, 0.399944, -2.649827], [5.032132, 0.011619, -3.475251], [-0.396357, -2.386865, -2.831862], [-6.578088, 1.421063, 8.267254], [-1.154287, -0.913903, -1.893871], [-0.867281, -1.472794, -2.769621], [2.511829, -0.240428, -2.703156]],
  "forces_ev_per_a": [[-0.8, -1.5, 0.0], [-0.6, 0.9, 0.5], [-2.2, -0.7, -1.0], [-0.5, 0.4, 0.6], [1.7, -2.2, 2.0], [0.0, 0.0, -0.3], [-1.5, -0.5, -0.6], [0.0, 1.3, -1.9], [1.0, -1.5, 0.1], [0.5, 0.2, 0.5], [1.5, 2.4, 0.8], [-0.1, 5.6, -12.4], [2.1, 1.1, 0.5], [-0.3, -2.1, -1.2], [-1.4, 0.8, -0.2], [0.0, 0.2, -0.1], [-0.5, -0.5, 1.7], [-0.7, 0.8, 0.7], [0.6, 0.6, -1.7], [0.2, -0.2, -0.7], [-0.3, -0.8, 0.2], [0.1, 0.8, 1.7], [1.3, 1.2, -0.8], [0.3, -2.4, 1.2], [-0.3, 1.5, -0.2], [0.7, -0.3, 0.6], [0.1, -3.8, 10.2], [-0.8, -1.2, -0.5]]
}